Formula: C13H15IrNO4
Source: OMol25
Level of theory: the ωB97M-V functional and the def2-TZVPD basis

## Properties
* frontier orbital gap (spin up / spin down): 6.81 / 5.97 eV
* spin multiplicity: 5
* ΔE to the lowest compared entry with this formula, charge and spin: 6.1 kcal/mol
* net charge: +3
* lowest unoccupied orbital energy (spin up / spin down): -11.0 / -15.1 eV
* electronic energy: -26204.7819 eV

Cartesian coordinates (Å):
Ir -1.1708 1.6131 -1.6542
C -1.7011 0.4276 -3.1311
O -1.9571 -0.3341 -3.9858
C -2.3291 3.1340 -1.4279
O -3.1188 3.9880 -1.4212
C 0.2706 2.9178 -2.2323
O 1.0548 3.7033 -2.6025
C -2.0268 1.2205 0.2000
O -2.6915 0.9475 1.1065
H 0.5902 3.8560 2.0541
H -0.0779 4.3363 2.2003
C -0.2458 -1.3787 2.1601
N -0.4114 -2.2433 0.9398
C -1.6187 -3.1164 1.0239
C -0.4312 -1.4367 -0.3788
C 0.7591 -0.5309 -0.4438
C 2.0256 -1.1315 -0.4213
C 3.2716 -0.5050 -0.1912
C 3.0835 0.9026 -0.0435
C 1.8426 1.5151 -0.2640
C 0.6567 0.8428 -0.5970
H -1.1034 -0.7128 2.2334
H 0.6845 -0.7917 2.1176
H -0.2634 -2.0345 3.0382
H 0.4069 -2.8817 0.9126
H -2.5113 -2.4861 1.0454
H -1.6339 -3.7855 0.1578
H -1.5679 -3.7235 1.9306
H -0.4778 -2.1129 -1.2440
H -1.4195 -0.9822 -0.4105
H 2.0328 -2.2038 -0.4173
H 4.2172 -1.0443 -0.0843
H 4.0152 1.4205 0.1298
H 1.8459 2.6105 -0.2995